(1)
49
Properties=species:S:1:pos:R:3 method="wB97M-V/def2-TZVPD" total_charge=+3 energy_ev=-40692.145 spin_multiplicity=2 s2=0.79
C -1.3741 -2.2174 -0.8023
F -0.1166 2.0393 0.5832
C -0.3433 0.1879 5.1428
H -2.2292 0.5222 2.3484
H -1.2161 0.5940 8.3781
C 1.5069 3.6556 0.0911
H -1.2314 -4.7627 0.5328
C 2.8551 3.9856 -0.1595
H -0.9140 -2.7079 1.8618
N 1.6692 0.0818 0.1204
H 3.1284 -1.1740 -0.7908
C 3.8458 3.0015 -0.3293
H -1.6797 -3.2568 -0.9205
H -1.1588 -1.8216 -1.7990
N -1.3155 0.4553 7.3809
H 0.0179 -5.0780 1.7145
C -1.3826 0.2955 2.9857
F 5.0805 3.3707 -0.5520
O 0.9435 0.5025 7.0843
C 2.1306 1.3239 0.0111
H 0.8334 -2.8224 1.7310
H 1.7330 -0.6899 2.6061
N -0.2506 -0.1263 2.3811
H -2.3929 0.7925 4.7800
H 3.1338 5.0272 -0.2954
N -0.1154 -2.0765 0.0205
C -0.2231 -4.4861 0.8319
H 1.5411 -3.1709 -0.8008
H 0.9783 -1.8173 -1.7834
H -3.3309 -1.3169 -0.7826
C 1.1824 -2.1404 -0.7595
F 4.3790 0.7067 -0.3409
F 0.6200 4.6263 0.1313
Ir -0.2612 -0.1073 0.3860
H -2.8091 -1.8418 0.8337
C -0.1009 -3.0198 1.2047
C 1.1457 2.3645 0.1983
H -2.2649 -0.3166 0.0639
H 1.7047 -0.3927 5.0953
C 0.8451 -0.3694 3.1269
C 3.4978 1.6803 -0.2709
C -1.4608 0.4425 4.3572
H 0.4722 -4.7895 0.0520
H 2.6090 -1.6463 0.8332
C 0.8214 -0.2222 4.4917
H -2.2360 0.2707 7.0218
C 2.2678 -1.2545 -0.1282
C -2.4749 -1.4187 -0.1111
C -0.1878 0.3929 6.6644

(2)
49
Properties=species:S:1:pos:R:3 method="wB97M-V/def2-TZVPD" total_charge=-1 energy_ev=-45955.050 spin_multiplicity=1 de_lowest_kcal_mol=0.3
C -2.8628 4.4197 0.6788
C 1.3702 -3.5835 1.9416
C 3.1803 -4.0117 -2.7380
N 2.0109 -2.0315 -2.1396
Tl -0.2496 -0.6002 -2.1128
C -1.5973 2.4057 -0.0505
N -1.3202 1.1555 -0.0641
H -2.8337 4.7646 2.8252
C 4.3815 -1.9827 -2.3422
I -2.5725 -2.6459 0.4730
C -0.6893 3.3139 -0.8408
H -3.9376 4.6100 0.6238
H -1.2311 3.8266 -1.6390
C 4.3844 -3.3266 -2.6813
N -2.6571 2.9816 0.6251
H -0.5542 -4.5524 1.8236
O 4.2047 0.6375 -1.3941
O 1.9653 0.6442 -1.6396
H 3.1225 -2.3253 1.8982
C 3.1154 0.1169 -1.6758
O -0.3370 -3.3672 -2.1368
H -2.1640 1.0360 2.5980
H 0.0929 2.6957 -1.2756
C 2.0055 -3.3266 -2.4591
H 5.2838 -1.3927 -2.2666
H -4.5005 2.6985 1.5041
C 1.4513 -1.4613 0.8699
H -0.2213 4.0675 -0.2035
H -3.8222 1.0292 3.2034
H 5.3172 -3.8358 -2.8994
C -3.0625 1.6432 2.7139
C -0.5055 -2.6319 0.8522
C 2.0865 -2.4439 1.6099
H -1.2432 4.8265 2.0545
C 0.0385 -3.6841 1.5734
H -2.4179 4.8744 -0.2021
O 0.6952 -5.2639 -2.7910
C 3.1656 -1.3676 -2.0813
C -3.5794 2.1308 1.3589
N 0.1785 -1.5650 0.4802
C -2.2957 5.0885 1.9330
H -2.8215 2.4848 3.3634
C 0.6519 -4.0559 -2.5062
H -2.3815 6.1755 1.8609
H 1.9649 -0.5642 0.5401
H -1.9270 0.5731 0.5043
H 3.1129 -5.0582 -2.9997
H -3.8338 1.2687 0.7374
H 1.8384 -4.3904 2.4925

(3)
43
Properties=species:S:1:pos:R:3 method="wB97M-V/def2-TZVPD" total_charge=+1 energy_ev=-26075.698 spin_multiplicity=1 de_lowest_kcal_mol=0.3
H 1.4497 -2.3689 -0.3903
C -2.4134 2.2075 -0.7576
H 2.1688 4.1082 -1.2621
C -1.0969 1.7434 -0.9499
C -0.7810 -3.7915 3.3299
C 0.7404 -1.2356 1.1670
H -1.1443 4.2487 -0.2479
C -3.2767 -0.0380 -0.9005
H 0.4636 -1.1250 -1.9455
H 4.4152 3.3037 -1.8928
H 0.6057 4.3308 0.0201
C -2.2655 -3.8766 3.5586
H -0.2220 -0.7584 1.0063
H -2.6995 -2.9328 3.9208
C 0.5434 -2.5960 1.8138
C 2.3305 3.0350 -1.4226
O -0.5438 -2.5687 2.5877
C 3.7881 1.2347 -2.1417
H 1.3520 -0.5906 1.7946
H -1.8465 -1.6024 -1.3121
H -2.7686 -4.1621 2.6227
H -2.6108 3.2768 -0.7253
C -3.4946 1.3342 -0.7085
C 0.4542 -0.2250 -1.3592
H 2.8576 -0.7099 -2.3401
C 3.5928 2.5866 -1.8088
H -0.4277 -4.6485 2.7582
H -0.0658 4.6490 -1.6050
N 1.4158 -1.3793 -0.1110
C -0.1714 4.0364 -0.6977
H 4.7621 0.8879 -2.4909
H -0.2350 -3.7096 4.2680
H 2.3959 -1.0951 0.0217
C -1.9916 -0.5270 -1.1347
C 1.4676 0.7584 -1.6140
C 2.7274 0.3402 -2.0750
H -4.1358 -0.7155 -0.9093
C -0.8698 0.3286 -1.1136
H -2.4622 -4.6585 4.2964
C 1.2432 2.1409 -1.3360
H -4.4990 1.7338 -0.5576
O 1.2637 -3.5737 1.6269
N -0.0158 2.6037 -0.9831

(4)
45
Properties=species:S:1:pos:R:3 method="wB97M-V/def2-TZVPD" total_charge=0 energy_ev=-38408.810 spin_multiplicity=1 smiles="Cc1csc(NC(=O)C2CCN(C(=O)c3ccccc3C)CC2)n1" de_lowest_kcal_mol=8.1
C 0.6798 -2.5400 -2.2899
N 1.4927 2.7477 2.5701
C -0.7377 1.2282 1.1413
H -0.0590 3.9187 4.5102
H -1.5071 0.9540 1.8649
C -0.7774 -0.5339 -2.0243
H 0.8716 -1.7328 0.8354
C -1.6477 -2.7045 -2.9245
N -1.1236 -0.3005 -0.7365
S 3.1852 4.2217 1.3078
H -3.4433 -1.9232 -2.0614
C 0.0394 -1.1577 1.2424
C 1.0175 3.9357 4.6699
H 1.8685 -4.2910 -2.6001
C -1.2636 1.0701 -0.2849
H 2.9401 5.6540 3.2774
H -2.1031 -1.1440 0.8700
C -3.0036 -2.0776 -3.0477
C 0.8866 -3.8499 -2.6868
H -0.4708 2.2671 1.3243
H -3.6716 -2.7087 -3.6288
C -0.1663 -4.5885 -3.1978
H -2.2386 -4.5955 -3.7232
C 1.5711 0.6235 0.3779
H -2.3185 1.3717 -0.3347
H 1.2762 3.0841 5.2965
H 1.4899 -1.9472 -1.8945
H 1.2930 4.8545 5.1788
H 2.8508 2.0327 -0.2642
C -0.5818 -1.9717 -2.3988
C 1.7229 3.8334 3.3633
C 2.6020 4.7321 2.8518
C -1.1741 -1.2917 0.3064
H 0.8738 0.5148 2.3685
C -1.4214 -4.0165 -3.3161
H -2.9235 -1.1057 -3.5312
H -0.0106 -5.6108 -3.5109
O 1.9555 -0.1285 -0.4850
H -0.7047 1.6945 -0.9882
C 0.4721 0.3117 1.3717
H -1.1988 -2.2869 -0.1387
C 2.1654 2.7908 1.4764
N 2.1796 1.8621 0.4775
O -0.6719 0.3680 -2.8357
H -0.2149 -1.5643 2.2213